1.
The ion C2H3FO3P with charge -1 in a non-equilibrium geometry, computed with ωB97M-V/def2-TZVPD.

Each line ends with the Löwdin charge.
Cartesian coordinates (Å):
1 C 0.759 0.261 -1.209  -0.57
2 C 0.361 -0.638 -0.158  -0.54
3 O 0.942 -0.434 1.088  -0.43
4 O 0.748 -0.086 -2.384  0.04
5 O 1.128 1.515 -0.775  0.03
6 F -2.747 0.460 1.083  -0.66
7 P -0.823 0.214 1.074  0.95
8 H 0.168 -1.728 -0.564  0.15
9 H 0.637 1.574 0.074  0.02
10 H -1.172 -1.138 1.770  0.00

Results
**Kohn-Sham gap**: 0.32947 hartree
**Total charge**: -1
**LUMO energy**: 4.1 eV
**Energy relative to the best compared isomer or geometry (same formula, charge and spin)**: 291.5 kJ/mol

2.
The ion C3H9NS with charge +1 in a non-equilibrium geometry, computed with ωB97M-V/def2-TZVPD.

Each line ends with the Mulliken spin population.
Cartesian coordinates (Å):
1 C -0.554 2.137 1.642  -0.04
2 S 0.477 0.441 1.377  0.99
3 H -1.301 1.838 2.422  0.02
4 H -0.971 2.518 0.755  -0.01
5 H 0.054 2.771 2.263  0.03
6 C -0.617 -1.766 -1.048  0.00
7 C 1.141 -0.208 -0.288  -0.04
8 N 0.115 -0.554 -1.338  0.02
9 H -0.998 -2.286 -2.021  0.00
10 H 0.141 -2.331 -0.560  0.00
11 H -1.536 -1.634 -0.500  0.00
12 H 1.686 0.645 -0.661  0.02
13 H 1.609 -1.120 0.126  0.00
14 H 0.754 -0.450 -2.170  0.00

Results
**Spin multiplicity**: 2
**Kohn-Sham gap (alpha / beta)**: 0.34766 / 0.20716 hartree
**Total charge**: +1
**LUMO energy (alpha / beta)**: -4.4 / -8.2 eV
**Energy relative to the best compared isomer or geometry (same formula, charge and spin)**: 183.3 kJ/mol

3.
A structure of composition C20H12ClF5IN2O3Rh, computed with ωB97M-V/def2-TZVPD.

Each line ends with the Löwdin charge.
Cartesian coordinates (Å):
1 Rh -0.290 0.871 0.029  0.70
2 C -2.638 -0.493 3.747  -0.02
3 C -1.711 -1.496 3.138  -0.25
4 N -1.726 -2.730 3.561  0.13
5 C -0.894 -3.637 2.996  -0.09
6 C 0.003 -3.336 2.014  -0.16
7 C 0.899 -4.415 1.470  -0.21
8 O 0.817 -4.561 0.057  -0.06
9 C 0.051 -1.995 1.528  -0.09
10 C 1.056 -1.650 0.571  -0.06
11 N 1.205 -0.512 -0.030  -0.09
12 C 2.357 -0.348 -0.860  -0.29
13 C 3.532 -1.068 -0.629  -0.02
14 C 4.621 -0.949 -1.472  -0.06
15 C 4.578 -0.090 -2.560  -0.07
16 C 3.447 0.679 -2.772  -0.14
17 C 2.363 0.556 -1.918  -0.57
18 I 0.750 1.852 -2.167  1.32
19 C -0.840 -1.061 2.076  -0.28
20 O -0.950 0.185 1.728  -0.17
21 H -3.238 -0.978 4.512  0.08
22 H -3.282 -0.058 2.982  0.09
23 H -2.077 0.334 4.185  0.09
24 H -0.974 -4.649 3.375  0.11
25 H 0.665 -5.355 1.977  0.12
26 H 1.950 -4.197 1.678  0.13
27 H -0.111 -4.653 -0.186  0.10
28 H 1.763 -2.434 0.332  0.11
29 H 3.607 -1.711 0.237  0.12
30 H 5.514 -1.523 -1.266  0.11
31 H 5.427 0.006 -3.222  0.11
32 H 3.414 1.385 -3.591  0.10
33 F -3.013 5.780 -3.683  0.12
34 C -2.669 4.932 -2.711  -0.15
35 C -1.509 5.135 -1.985  -0.16
36 F -0.726 6.181 -2.260  0.12
37 C -1.162 4.250 -0.980  -0.24
38 F -0.023 4.459 -0.304  0.06
39 C -1.947 3.135 -0.657  -0.35
40 O -1.615 2.319 0.331  -0.23
41 C -3.115 2.962 -1.409  -0.16
42 F -3.922 1.937 -1.143  0.11
43 C -3.471 3.841 -2.417  -0.14
44 F -4.594 3.646 -3.109  0.13
45 Cl -1.520 -0.544 -1.195  0.12

Results
**Kohn-Sham gap**: 0.25405 hartree
**LUMO energy**: -1.6 eV
**Energy relative to the best compared isomer or geometry (same formula, charge and spin)**: 0.0 kJ/mol

no.,electronic energy (eV)
1,-20272.246
2,-15571.717
3,-67274.887